{
  "formula": "C3H10N2S",
  "method": "ωB97M-V/def2-TZVPD",
  "elements": ["N", "C", "C", "N", "C", "S", "H", "H", "H", "H", "H", "H", "H", "H", "H", "H"],
  "xyz": [[1.6149, -1.5485, 1.2177], [0.3248, -0.9419, 1.0036], [0.0687, -0.1178, -0.2559], [0.9622, 1.0394, -0.4358], [-1.4118, 0.3074, -0.2914], [-1.9015, 0.8032, -2.0082], [2.1067, -1.8068, 0.3667], [2.2401, -0.8502, 1.6100], [-0.4337, -1.7311, 0.9420], [0.0638, -0.3144, 1.8589], [0.2471, -0.7440, -1.1368], [0.6013, 1.8353, 0.0647], [1.1403, 1.2067, -1.4052], [-2.0677, -0.4815, 0.0683], [-1.5810, 1.2183, 0.2792], [-1.9744, 2.1260, -1.8779]],
  "spin_multiplicity": 1,
  "e_tot_ev": -17088.3363,
  "gap_ev": 9.8109,
  "e_homo_ev": -8.980,
  "smiles": "NC[C@H](N)CS",
  "fmax_ev_per_a": 1.562,
  "de_lowest_kcal_mol": 6.18
}


{
  "formula": "C3H10N2S",
  "method": "ωB97M-V/def2-TZVPD",
  "elements": ["C", "C", "S", "N", "C", "N", "H", "H", "H", "H", "H", "H", "H", "H", "H", "H"],
  "xyz": [[0.2090, -0.3563, 0.4310], [0.9821, -0.1145, -0.8842], [2.6462, -0.6440, -0.8635], [-0.8923, 0.5367, 0.7861], [-2.2402, 0.1274, 0.4780], [-3.2638, 1.0173, 1.1300], [-0.2558, -1.3793, 0.4211], [0.9028, -0.3447, 1.2589], [0.8359, 0.9330, -1.1424], [0.3906, -0.4433, -1.7947], [3.0379, -1.0163, -2.1113], [-0.7157, 1.5096, 0.6606], [-2.4934, 0.2067, -0.6854], [-2.5198, -0.9869, 0.7832], [-3.0279, 1.0203, 2.0648], [-3.1058, 1.9875, 0.7987]],
  "spin_multiplicity": 2,
  "e_tot_ev": -17078.0276,
  "charge": 1,
  "gap_ev": [8.8606, 3.4220],
  "e_homo_ev": [-12.840, -12.724],
  "s2": 0.754,
  "fmax_ev_per_a": 3.600,
  "de_lowest_kcal_mol": 72.18
}


{
  "formula": "C3H10N2S2",
  "method": "ωB97M-V/def2-TZVPD",
  "elements": ["S", "S", "C", "C", "C", "N", "N", "H", "H", "H", "H", "H", "H", "H", "H", "H", "H"],
  "xyz": [[-1.1020, -1.5440, -2.6850], [-1.2963, -0.3349, -0.8780], [0.3547, -0.3923, 0.0163], [0.7079, 0.8149, 0.8801], [1.7946, 0.4573, 1.8948], [2.1662, 1.7137, 2.6111], [-0.4697, 1.3849, 1.5494], [-1.1246, -2.8349, -2.2853], [1.0920, -0.6020, -0.7296], [0.0650, -1.1949, 0.6908], [1.1195, 1.6084, 0.2500], [2.7050, -0.0123, 1.4903], [1.3959, -0.2736, 2.6146], [2.8385, 2.2200, 2.0628], [2.4879, 1.4755, 3.5347], [-0.8311, 0.9171, 2.3611], [-0.2676, 2.3432, 1.7605]],
  "spin_multiplicity": 2,
  "e_tot_ev": -27922.8782,
  "charge": -1,
  "gap_ev": [2.9561, 6.8182],
  "e_homo_ev": [0.250, -3.681],
  "s2": 0.753,
  "fmax_ev_per_a": 2.435,
  "de_lowest_kcal_mol": 24.61
}